A | {
  "formula": "C27H54O27",
  "method": "wB97M-V/def2-TZVPD",
  "smiles": "COC(=O)OC.COC(=O)OC.COC(=O)OC.COC(=O)OC.COC(=O)OC.COC(=O)OC.COC(=O)OC.COC(=O)OC.COC(=O)OC",
  "homo_ev": -10.69,
  "total_charge": 0,
  "species": ["C", "O", "C", "O", "O", "C", "H", "H", "H", "H", "H", "H", "C", "O", "C", "O", "O", "C", "H", "H", "H", "H", "H", "H", "C", "O", "C", "O", "O", "C", "H", "H", "H", "H", "H", "H", "C", "O", "C", "O", "O", "C", "H", "H", "H", "H", "H", "H", "C", "O", "C", "O", "O", "C", "H", "H", "H", "H", "H", "H", "C", "O", "C", "O", "O", "C", "H", "H", "H", "H", "H", "H", "C", "O", "C", "O", "O", "C", "H", "H", "H", "H", "H", "H", "C", "O", "C", "O", "O", "C", "H", "H", "H", "H", "H", "H", "C", "O", "C", "O", "O", "C", "H", "H", "H", "H", "H", "H"],
  "xyz": [[6.870, 7.476, -2.060], [6.381, 8.803, -1.893], [5.590, 9.058, -0.825], [5.406, 8.357, 0.136], [4.970, 10.218, -1.039], [4.053, 10.675, -0.095], [7.447, 7.050, -1.239], [7.539, 7.413, -2.919], [6.137, 6.704, -2.296], [3.833, 11.722, -0.302], [4.652, 10.604, 0.813], [3.137, 10.088, -0.032], [13.227, 1.335, -1.917], [11.842, 1.037, -2.024], [11.314, -0.202, -1.758], [11.885, -1.289, -1.663], [10.014, -0.073, -1.431], [9.228, -1.139, -0.913], [13.497, 1.574, -0.888], [13.351, 2.276, -2.453], [13.956, 0.649, -2.348], [9.047, -1.124, 0.161], [9.691, -2.094, -1.163], [8.259, -1.172, -1.411], [-2.705, 4.445, 6.730], [-1.686, 4.867, 5.810], [-0.612, 4.115, 5.615], [-0.317, 3.112, 6.236], [0.020, 4.573, 4.565], [1.039, 3.717, 3.970], [-3.205, 5.307, 7.171], [-2.396, 3.775, 7.532], [-3.408, 3.969, 6.046], [1.243, 2.800, 4.521], [1.975, 4.256, 4.114], [0.998, 3.578, 2.889], [-4.935, -3.074, 6.947], [-5.640, -4.287, 6.850], [-6.703, -4.517, 7.690], [-7.131, -3.795, 8.597], [-7.162, -5.786, 7.446], [-8.104, -6.291, 8.410], [-4.227, -2.966, 7.768], [-5.663, -2.275, 7.090], [-4.402, -2.807, 6.035], [-9.073, -6.272, 7.912], [-8.215, -5.784, 9.368], [-7.861, -7.343, 8.556], [5.925, 4.238, -11.824], [6.585, 3.835, -10.674], [6.517, 2.585, -10.248], [5.760, 1.733, -10.707], [7.261, 2.383, -9.170], [7.314, 1.208, -8.441], [5.919, 5.328, -11.854], [4.897, 3.946, -11.606], [6.344, 3.778, -12.718], [7.842, 0.430, -8.993], [6.396, 0.758, -8.064], [7.955, 1.379, -7.576], [-2.785, -0.578, -0.593], [-1.768, 0.003, -1.517], [-0.455, 0.060, -1.283], [0.108, -0.550, -0.368], [0.216, 0.782, -2.265], [1.584, 0.818, -2.290], [-2.477, -1.546, -0.197], [-3.810, -0.612, -0.960], [-2.728, -0.016, 0.339], [1.942, -0.211, -2.318], [2.075, 1.361, -1.482], [1.977, 1.198, -3.233], [-10.501, -5.646, 0.822], [-10.874, -7.044, 1.054], [-11.134, -7.401, 2.313], [-11.412, -6.735, 3.277], [-11.051, -8.753, 2.350], [-11.409, -9.419, 3.524], [-11.313, -4.919, 0.846], [-9.966, -5.522, -0.120], [-9.866, -5.233, 1.606], [-10.739, -9.212, 4.358], [-11.301, -10.462, 3.223], [-12.419, -9.104, 3.785], [3.193, -5.723, -2.850], [3.785, -5.178, -3.946], [4.736, -5.847, -4.573], [5.277, -6.833, -4.065], [5.033, -5.168, -5.717], [6.265, -5.526, -6.377], [2.992, -6.782, -3.015], [2.170, -5.350, -2.803], [3.789, -5.581, -1.949], [6.408, -6.605, -6.444], [7.144, -5.149, -5.855], [6.288, -5.195, -7.415], [-9.889, 0.519, 4.818], [-9.530, 1.827, 4.408], [-9.033, 2.011, 3.166], [-8.878, 1.158, 2.318], [-8.997, 3.312, 2.913], [-8.783, 3.795, 1.617], [-9.151, -0.117, 4.329], [-10.857, 0.264, 4.387], [-9.837, 0.323, 5.889], [-7.757, 3.495, 1.402], [-8.691, 4.880, 1.575], [-9.446, 3.346, 0.878]]
}

B | {
  "formula": "C27H54O27",
  "method": "wB97M-V/def2-TZVPD",
  "smiles": "COC(=O)OC.COC(=O)OC.COC(=O)OC.COC(=O)OC.COC(=O)OC.COC(=O)OC.COC(=O)OC.COC(=O)OC.COC(=O)OC",
  "homo_ev": -10.39,
  "total_charge": 0,
  "species": ["C", "O", "C", "O", "O", "C", "H", "H", "H", "H", "H", "H", "C", "O", "C", "O", "O", "C", "H", "H", "H", "H", "H", "H", "C", "O", "C", "O", "O", "C", "H", "H", "H", "H", "H", "H", "C", "O", "C", "O", "O", "C", "H", "H", "H", "H", "H", "H", "C", "O", "C", "O", "O", "C", "H", "H", "H", "H", "H", "H", "C", "O", "C", "O", "O", "C", "H", "H", "H", "H", "H", "H", "C", "O", "C", "O", "O", "C", "H", "H", "H", "H", "H", "H", "C", "O", "C", "O", "O", "C", "H", "H", "H", "H", "H", "H", "C", "O", "C", "O", "O", "C", "H", "H", "H", "H", "H", "H"],
  "xyz": [[-3.740, -7.511, 18.399], [-2.940, -8.704, 18.719], [-2.299, -8.750, 19.881], [-2.325, -7.870, 20.723], [-1.555, -9.850, 19.912], [-0.375, -9.843, 20.675], [-3.731, -7.352, 17.321], [-3.316, -6.621, 18.863], [-4.679, -7.657, 18.933], [0.379, -10.563, 20.359], [-0.700, -10.062, 21.692], [0.096, -8.862, 20.611], [-6.578, -9.386, 13.782], [-7.552, -8.689, 12.999], [-8.815, -8.324, 13.444], [-9.154, -8.384, 14.632], [-9.574, -7.835, 12.473], [-10.902, -7.471, 12.589], [-7.090, -10.144, 14.375], [-6.113, -8.690, 14.480], [-5.782, -9.841, 13.193], [-11.191, -7.234, 13.613], [-11.553, -8.262, 12.216], [-11.080, -6.546, 12.040], [-2.204, -15.220, 22.716], [-3.367, -14.615, 22.185], [-3.245, -13.377, 21.667], [-2.140, -12.896, 21.494], [-4.491, -12.910, 21.388], [-4.710, -11.543, 20.940], [-2.458, -16.118, 23.279], [-1.783, -14.515, 23.434], [-1.547, -15.465, 21.882], [-4.580, -10.903, 21.813], [-5.673, -11.411, 20.448], [-3.926, -11.210, 20.259], [-8.997, -8.230, 18.258], [-8.231, -9.458, 18.310], [-7.098, -9.549, 17.608], [-6.562, -8.624, 16.938], [-6.452, -10.786, 17.962], [-5.156, -11.028, 17.493], [-9.202, -8.111, 17.194], [-8.469, -7.320, 18.544], [-9.918, -8.277, 18.839], [-4.387, -10.318, 17.797], [-5.131, -11.032, 16.403], [-4.766, -12.002, 17.787], [2.521, -8.742, 17.241], [1.292, -9.454, 16.996], [1.179, -10.411, 15.985], [2.161, -10.874, 15.421], [-0.169, -10.733, 15.745], [-1.238, -10.329, 16.610], [3.362, -9.374, 16.956], [2.529, -8.467, 18.296], [2.763, -7.859, 16.650], [-2.216, -10.759, 16.395], [-1.258, -9.240, 16.577], [-0.990, -10.613, 17.633], [-4.070, -5.707, 21.976], [-5.003, -5.954, 20.974], [-6.064, -5.265, 20.889], [-6.537, -4.615, 21.867], [-6.682, -5.409, 19.699], [-8.022, -4.843, 19.508], [-3.176, -5.209, 21.600], [-3.802, -6.732, 22.233], [-4.313, -5.341, 22.973], [-8.801, -5.441, 19.981], [-8.317, -4.895, 18.459], [-8.259, -3.782, 19.585], [-11.425, -11.141, 19.450], [-12.530, -10.378, 19.970], [-13.512, -9.946, 19.064], [-13.557, -10.123, 17.828], [-14.405, -9.111, 19.742], [-15.374, -8.451, 18.906], [-11.722, -12.156, 19.185], [-10.600, -11.081, 20.160], [-11.001, -10.703, 18.546], [-15.942, -9.131, 18.271], [-14.918, -7.715, 18.244], [-16.092, -7.949, 19.554], [-13.680, -5.179, 18.631], [-13.460, -5.837, 19.787], [-12.170, -6.134, 19.987], [-11.252, -5.961, 19.143], [-12.065, -6.628, 21.195], [-10.861, -7.071, 21.683], [-13.519, -5.754, 17.719], [-13.209, -4.198, 18.566], [-14.744, -4.943, 18.623], [-10.568, -7.792, 20.920], [-10.904, -7.536, 22.668], [-10.120, -6.272, 21.679], [-5.427, -18.663, 15.849], [-4.884, -17.516, 16.413], [-5.062, -16.312, 15.882], [-5.609, -16.004, 14.798], [-4.367, -15.462, 16.715], [-4.176, -14.087, 16.308], [-5.368, -19.471, 16.579], [-4.981, -19.028, 14.924], [-6.476, -18.561, 15.572], [-5.134, -13.570, 16.368], [-4.013, -14.222, 15.239], [-3.325, -13.483, 16.622]]
}

Most stable = A